Molecular formula: C4H4O3Zn
Method: DFT, ωB97M-V/def2-TZVPD

Geometry as XYZ:
```
12
Properties=species:S:1:pos:R:3:forces:R:3
O 1.39306 -0.22288 -1.01778 5.599 -0.897 -1.166
C 1.02640 -0.75351 0.19496 -4.090 -0.815 -4.017
O 0.24969 0.30681 0.54310 -2.344 1.451 4.150
O 0.71865 -1.90490 0.35502 1.504 0.701 0.989
Zn 1.69213 1.43569 -0.08504 -0.482 -0.368 -0.512
C -0.41876 -0.33735 -1.97715 -1.948 0.536 -0.354
C -0.27932 -1.25104 -2.95115 2.096 0.271 1.410
C -1.28384 -0.02862 -0.88759 0.798 -0.973 -1.129
H -0.13404 -2.30023 -2.67597 -1.211 -0.245 -0.131
H 0.28655 -0.99752 -3.85050 -0.535 0.188 -0.161
H -1.84285 0.90769 -0.95453 0.321 -0.074 0.422
H -1.77530 -0.86637 -0.38794 0.292 0.226 0.500
```
Positions in Å, forces in eV/Å.

net charge	+1
spin multiplicity	2
total energy	-58757.2482	eV
relative energy (zero: lowest compared OMol25 entry of this formula, charge and spin)	297.7	kJ/mol
E_LUMO (spin up / spin down)	-0.278 / -0.279	Ha
gap between HOMO and LUMO (spin up / spin down)	5.460 / 6.584	eV

Here are the natural (NBO) charges for atoms 1 to 6, given in e: -0.87 0.86 -0.85 -0.52 1.65 0.06